a | The following is a quantum chemistry calculation of C22H33N3O5S in the gas phase, from the OMol25 dataset.

Calculated values
charge = 0
SMILES string = CCc1ccc(CNC(=O)C2CCN(S(=O)(=O)N3CCC4(CC3)OCCO4)CC2)cc1
multiplicity = 1
HOMO = -8.71 eV

Last column: Löwdin charge in e.
Positions of all 64 atoms, in Å:
S (0.2837, -1.5400, -0.9571)  0.6495
O (-0.5012, -2.2321, 0.0196)  -0.2560
O (2.3113, -5.7094, 0.8364)  -0.0363
O (-1.7118, 3.9639, -2.4822)  0.0612
O (3.1559, -5.4736, -1.2724)  -0.0509
O (0.9917, -0.3714, -0.5127)  -0.2717
N (-0.2696, 3.1389, -0.9558)  0.0850
N (-0.7214, -1.2428, -2.2591)  -0.2304
N (1.3837, -2.5194, -1.7368)  -0.2297
C (-1.9388, 0.7147, -1.4084)  -0.1248
C (-2.0275, -0.7348, -1.8803)  -0.1852
C (0.0427, 4.5293, 2.2640)  -0.0371
C (-3.0598, 5.6950, 5.3264)  -0.0962
C (-0.0607, 4.3895, -0.2558)  -0.1205
C (0.8697, -4.7955, -0.9073)  -0.0581
C (-0.5687, 4.4905, 3.5045)  -0.0387
C (0.8580, -3.8220, -2.0855)  -0.1722
C (2.2838, -4.8844, -0.3131)  -0.5031
C (-0.1071, -0.4716, -3.3218)  -0.1830
C (-2.6789, 4.1073, 2.4557)  -0.0321
C (-2.6049, 4.2802, 4.9621)  -0.2171
C (2.7607, -3.4768, 0.0724)  -0.0488
C (0.0355, 1.0087, -2.9664)  -0.1306
C (3.8233, -6.5579, -0.6666)  -0.1463
C (2.8820, -6.9461, 0.4749)  -0.1498
C (-0.7035, 4.3659, 1.1066)  -0.2119
C (-1.1285, 3.0208, -1.9870)  -0.4835
C (2.7073, -2.5648, -1.1517)  -0.1717
C (-1.3037, 1.5898, -2.4972)  -0.2189
C (-2.0724, 4.1517, 1.2156)  -0.0239
C (-1.9354, 4.2760, 3.6177)  -0.2543
H (3.9601, -7.3412, -1.4125)  0.1264
H (2.1079, -7.6440, 0.1281)  0.1251
H (0.0253, 4.6231, 4.3978)  0.1126
H (3.3955, -2.9353, -1.9174)  0.1343
H (1.4759, -4.2205, -2.8958)  0.1338
H (0.1950, -4.4409, -0.1287)  0.1140
H (0.5525, -5.7843, -1.2409)  0.1326
H (0.8712, -0.9169, -3.5062)  0.1172
H (0.1385, 2.3118, -0.5467)  0.1338
H (-3.4719, 3.6167, 4.9464)  0.1082
H (-3.7446, 3.9406, 2.5255)  0.1138
H (-3.7608, 6.0692, 4.5838)  0.0736
H (-2.2069, 6.3691, 5.3603)  0.0736
H (-2.6841, -0.8240, -2.7511)  0.1331
H (-0.5181, 5.1656, -0.8774)  0.1289
H (4.7998, -6.2369, -0.2796)  0.1258
H (2.1015, -3.0967, 0.8530)  0.1299
H (1.0130, 4.5823, -0.1700)  0.1224
H (2.9691, -1.5419, -0.8814)  0.1153
H (0.7800, 1.0928, -2.1760)  0.0910
H (0.3902, 1.5614, -3.8382)  0.1292
H (-1.9110, 3.9181, 5.7235)  0.1079
H (1.1090, 4.6932, 2.1960)  0.1078
H (-2.6593, 4.0257, 0.3173)  0.1147
H (3.3888, -7.3574, 1.3470)  0.1274
H (-0.7307, -0.5953, -4.2130)  0.1317
H (-1.9900, 1.6399, -3.3501)  0.1526
H (-3.5468, 5.7008, 6.2990)  0.0670
H (3.7787, -3.5334, 0.4594)  0.1333
H (-2.3961, -1.3791, -1.0818)  0.1151
H (-0.1600, -3.6635, -2.4421)  0.1192
H (-1.3324, 0.7315, -0.5008)  0.1063
H (-2.9345, 1.0901, -1.1662)  0.1295

---

b | The following is a quantum chemistry calculation of C22H33N3O5S in the gas phase, from the OMol25 dataset.

Calculated values
charge = 0
SMILES string = Cc1cc(C)c(C)c(S(=O)(=O)N2CCN(C(=O)CCC(=O)N3CCOCC3)CC2)c1C
multiplicity = 1
HOMO = -8.81 eV

Last column: Löwdin charge in e.
Positions of all 64 atoms, in Å:
S (-1.5082, 3.0298, 0.0039)  0.7280
O (4.6967, -7.2676, -1.8631)  -0.1310
O (-1.8186, 3.5176, -1.3099)  -0.2847
O (-0.3305, 3.6009, 0.6083)  -0.3013
O (3.2481, -3.0012, -3.1493)  0.0536
O (2.0336, -1.4926, 1.2968)  0.0509
N (4.5027, -4.4566, -1.9905)  -0.0613
N (-1.3243, 1.3509, -0.1167)  -0.2437
N (1.2961, 0.3068, 0.1732)  -0.0512
C (3.3754, -2.6597, -0.7771)  -0.0988
C (2.5676, -1.3914, -1.0400)  -0.0976
C (-4.1043, 1.7025, -0.7171)  -0.0433
C (0.9487, 1.0385, -1.0240)  -0.1148
C (-5.1954, 2.2755, 1.4467)  -0.2181
C (-4.0718, 2.3747, 0.6201)  -0.1980
C (4.9794, -5.1041, -0.7895)  -0.1205
C (-0.9084, 0.7253, 1.1212)  -0.1507
C (3.6877, -3.3774, -2.0777)  -0.4437
C (-4.1253, 3.6936, 3.0920)  -0.2227
C (4.3823, -6.5175, -0.7146)  -0.1866
C (4.2157, -6.6367, -3.0307)  -0.1813
C (4.8030, -5.2311, -3.1802)  -0.1112
C (-6.3929, 1.4719, 1.0374)  -0.0454
C (-1.8489, 4.6262, 2.7917)  -0.0334
C (-2.9785, 3.7819, 2.2895)  -0.1954
C (1.9415, -0.8806, 0.2461)  -0.4442
C (-4.1971, 4.4089, 4.4061)  -0.0450
C (-5.1980, 2.9305, 2.6673)  0.0107
C (-0.5621, 0.9127, -1.2667)  -0.1585
C (-2.9668, 3.0995, 1.0735)  -0.1623
C (0.6055, 0.8182, 1.3414)  -0.1122
H (-6.0693, 2.8522, 3.3025)  0.1170
H (-1.4425, 1.2193, 1.9346)  0.1224
H (0.9064, 0.2186, 2.2015)  0.1249
H (-5.1008, 1.7761, -1.1458)  0.0825
H (-1.2112, -0.3268, 1.0832)  0.1382
H (-3.4015, 4.0782, 5.0723)  0.0841
H (-6.1018, 0.4660, 0.7417)  0.0851
H (4.3681, -4.7175, -4.0380)  0.1228
H (2.7913, -3.3142, -0.1253)  0.1262
H (4.7100, -4.5421, 0.1008)  0.1167
H (-3.4006, 2.1606, -1.3996)  0.0515
H (3.2136, -0.6266, -1.4732)  0.1311
H (-3.8544, 0.6472, -0.6167)  0.0958
H (-7.1000, 1.4018, 1.8598)  0.0765
H (-1.0124, 4.6322, 2.1073)  0.0475
H (-0.8248, -0.1311, -1.4708)  0.1360
H (-0.8659, 1.5367, -2.1074)  0.1184
H (6.0720, -5.1838, -0.8479)  0.1340
H (5.8902, -5.2969, -3.2964)  0.1330
H (4.7970, -7.0662, 0.1324)  0.1273
H (3.2893, -6.4427, -0.6012)  0.1303
H (1.4995, 0.6739, -1.8877)  0.1197
H (-4.0857, 5.4832, 4.2666)  0.0849
H (1.1876, 2.0956, -0.8626)  0.1281
H (4.5134, -7.2726, -3.8653)  0.1268
H (-2.1939, 5.6501, 2.9323)  0.0925
H (3.1177, -6.5704, -2.9953)  0.1315
H (-1.5081, 4.2581, 3.7592)  0.0917
H (-6.9003, 1.9377, 0.1929)  0.0864
H (1.7847, -1.6208, -1.7667)  0.1251
H (-5.1521, 4.2214, 4.8895)  0.0770
H (4.2996, -2.4059, -0.2559)  0.1311
H (0.8865, 1.8643, 1.4896)  0.1176

---

Which of them is most stable, and which least? Most stable: a; least stable: b.

---

a | The following is a quantum chemistry calculation of a molecular structure, C2H3I3O2, from the OMol25 dataset.

Calculated values
charge = 0
multiplicity = 1
HOMO = -9.12 eV

Last column: Löwdin charge in e.
Positions of all 10 atoms, in Å:
I (-2.6901, -0.8741, -0.5645)  0.8223
I (-1.8039, 2.4837, 0.1850)  0.7874
I (1.7354, 1.5781, -0.5142)  0.7017
O (0.4062, -1.0903, -0.5728)  -0.1027
O (0.0795, -0.0479, 1.3686)  -0.0766
C (-1.1858, 0.6143, -0.5792)  -1.3247
C (0.1034, 0.0932, 0.0101)  -1.2214
H (-0.7832, 0.9228, -2.2409)  0.2205
H (-0.2303, 0.7525, 1.8154)  0.0622
H (0.9844, -1.6069, 0.0085)  0.1312

---

b | The following is a quantum chemistry calculation of 2 unconnected molecules or ions with the total composition C2H3I3O2, from the OMol25 dataset.

Calculated values
charge = 0
SMILES string = O/C(I)=C\I.OI
multiplicity = 1
HOMO = -8.74 eV

Last column: Löwdin charge in e.
Positions of all 10 atoms, in Å:
I (-2.6695, 0.9947, -0.7034)  0.7804
I (1.3792, -1.9919, -0.4632)  0.7893
I (2.9530, 1.8546, -0.2737)  0.8333
O (-0.5876, -0.6240, 1.2891)  -0.1321
O (1.2283, 1.3125, 0.3795)  -0.8996
C (-1.0928, -0.3701, -1.0745)  -0.6760
C (-0.4031, -0.8211, -0.0360)  -0.9591
H (-0.9884, -0.7708, -2.1362)  0.0625
H (-0.7638, -1.4520, 1.8157)  0.1408
H (0.9448, 1.8681, 1.2026)  0.0606

---

c | The following is a quantum chemistry calculation of a molecular structure, C2H3I3O2, from the OMol25 dataset.

Calculated values
charge = 0
multiplicity = 1
HOMO = -8.42 eV

Last column: Löwdin charge in e.
Positions of all 10 atoms, in Å:
I (-0.0706, 2.6643, 0.4988)  0.8020
I (-0.1856, 0.6429, -2.5190)  0.8138
I (3.1360, -0.3500, 0.4758)  0.4458
O (-1.0703, -1.4708, -0.1441)  0.0517
O (-1.0108, -0.0934, 1.6252)  0.0316
C (-0.8221, -0.2308, 0.3107)  -0.7114
C (-0.3957, 0.8036, -0.4235)  -1.2341
H (2.6187, 0.5360, -0.7173)  -0.3840
H (-0.9729, -1.5435, -1.1062)  0.0513
H (-1.2268, -0.9582, 1.9998)  0.1332

---

Which of them is most stable, and which least? Most stable: c; least stable: a.

---

a | The following is a quantum chemistry calculation of 2 unconnected molecules or ions with the total composition C9H8O2, from the OMol25 dataset.

Calculated values
charge = 0
multiplicity = 1
HOMO (spin up / spin down) = -7.45 / -7.45 eV

Last column: Löwdin charge in e.
Positions of all 19 atoms, in Å:
O (-2.3808, -1.6927, 0.9014)  0.0477
O (-0.2411, 1.6828, 1.9898)  -0.0110
C (-0.0406, 0.9553, -2.3285)  -0.1204
C (0.5266, -0.2675, -2.7396)  -0.0906
C (0.0179, 0.3763, 1.4359)  -0.2142
C (-1.9534, -0.9776, 1.7475)  -0.0384
C (0.7853, -0.9628, -0.4384)  -0.0473
C (0.9104, -1.2221, -1.7875)  -0.0861
C (-0.1412, 1.1998, -1.0052)  -0.0328
C (0.2023, 0.2412, 0.0309)  -0.1707
C (0.5732, 0.7148, 2.6762)  -0.1198
H (1.0025, -1.7318, 0.1470)  0.0665
H (1.6261, 0.8677, 2.6935)  0.1093
H (1.3007, -2.2921, -1.9343)  0.1307
H (-2.2988, -0.7726, 2.7851)  0.0836
H (0.6199, -0.3230, -3.8615)  0.1126
H (0.1529, 0.2447, 3.5936)  0.1237
H (-0.4521, 2.2816, -0.7519)  0.1412
H (-0.2097, 1.6778, -3.1545)  0.1159

---

b | The following is a quantum chemistry calculation of C9H8O2 in the gas phase, from the OMol25 dataset.

Calculated values
charge = 0
SMILES string = C=C1COC12C=CC(=O)C=C2
multiplicity = 1
HOMO = -9.48 eV

Last column: Löwdin charge in e.
Positions of all 19 atoms, in Å:
O (-1.4195, 1.5534, 0.0313)  -0.0739
O (3.6139, -0.6208, 0.0268)  0.0786
C (-0.2031, 0.6863, 0.0088)  -0.2999
C (0.5776, 0.6504, -1.2717)  0.0297
C (2.5103, -0.1009, -0.0056)  -0.4196
C (0.5139, 0.6045, 1.2871)  0.0180
C (1.8468, 0.2825, -1.1956)  -0.0235
C (-1.3673, -0.5746, -0.0893)  -0.1249
C (-1.3609, -1.8877, -0.0147)  0.0814
C (1.7949, 0.2031, 1.2634)  0.0224
C (-2.3910, 0.5545, 0.0240)  -0.1499
H (-2.8838, 0.4728, -0.8922)  0.1085
H (0.0380, 0.7175, -2.1773)  0.1188
H (-0.6994, -2.7276, -0.0409)  0.0687
H (2.2477, 0.2140, 2.1625)  0.0756
H (2.4363, 0.3069, -2.2106)  0.1630
H (-2.9409, 0.6893, 0.8796)  0.1057
H (0.0879, 1.1105, 2.2201)  0.1591
H (-2.4015, -2.1341, -0.0058)  0.0623

---

Which of them is most stable, and which least? Most stable: b; least stable: a.

---

a | The following is a quantum chemistry calculation of a molecular structure, C3H10N7O5ReS, from the OMol25 dataset.

Calculated values
charge = +1
⟨S²⟩ = 0.758
multiplicity = 2
HOMO (spin up / spin down) = -12.57 / -12.18 eV

Last column: Löwdin charge in e.
Positions of all 27 atoms, in Å:
Re (0.2049, 1.1661, -0.3421)  1.5545
S (-1.0517, -1.9361, 0.5549)  0.5024
O (-0.2541, -0.6227, 0.3591)  -0.5928
O (-2.4019, -1.7190, 0.1011)  -0.3052
O (-0.2953, -2.9965, -0.0309)  -0.2714
O (-1.6839, 1.6714, -0.4268)  -0.2199
O (1.0096, 2.5873, -0.6133)  -0.4156
N (4.1123, -0.0574, -0.8154)  -0.2611
N (-3.7163, 0.7010, -0.3680)  0.2391
N (5.4211, 0.2457, -1.1010)  0.1643
N (3.2165, 0.8540, -0.6865)  0.1102
N (2.0874, 0.1734, -0.5243)  -0.1640
N (-3.4747, 2.9931, -0.6042)  0.2240
N (3.6866, -1.3020, -0.7651)  0.1692
C (2.3918, -1.1368, -0.5711)  -0.1347
C (-1.0702, -2.1146, 2.3021)  -0.1150
C (-2.9573, 1.7742, -0.4635)  -0.5493
H (-1.5677, -1.2540, 2.7418)  0.0785
H (-1.6243, -3.0268, 2.5145)  0.0859
H (6.0064, -0.4878, -0.7175)  0.1170
H (-4.4658, 3.1527, -0.6487)  0.1334
H (-3.2774, -0.2155, -0.2438)  0.0742
H (-2.8509, 3.7770, -0.6922)  0.1370
H (5.6386, 1.1551, -0.7092)  0.1171
H (1.6806, -1.9424, -0.4835)  0.1023
H (-0.0456, -2.2039, 2.6535)  0.0801
H (-4.7186, 0.7645, -0.4198)  0.1398

---

b | The following is a quantum chemistry calculation of a molecular structure, C3H10N7O5ReS, from the OMol25 dataset.

Calculated values
charge = +1
⟨S²⟩ = 0.754
multiplicity = 2
HOMO (spin up / spin down) = -11.67 / -11.82 eV

Last column: Löwdin charge in e.
Positions of all 27 atoms, in Å:
Re (0.5888, -0.3482, -0.9979)  1.5319
S (0.2034, 2.4030, -0.8173)  0.4717
O (-1.1137, -1.5066, -0.7273)  -0.1619
O (1.5816, -1.5044, -1.6965)  -0.4210
O (0.3369, 3.2075, 0.3487)  -0.2549
O (1.4319, 1.5691, -1.1323)  -0.4610
O (-0.8602, 1.3516, -0.7624)  -0.4473
N (2.3969, 0.7872, 3.8583)  0.1652
N (1.4683, 0.4681, 2.8972)  -0.2536
N (0.6660, -0.0878, 1.0859)  -0.1560
N (0.2138, 0.2091, 3.2055)  0.1691
N (1.7912, 0.3158, 1.6625)  0.1342
N (-0.6062, -3.4766, -1.7591)  0.2141
N (-2.6707, -3.1001, -0.7957)  0.2067
C (-1.4385, -2.6720, -1.1039)  -0.5772
C (-0.0837, 3.4145, -2.2180)  -0.1107
C (-0.2796, -0.1445, 2.0342)  -0.1395
H (0.3193, -3.1446, -1.9902)  0.0822
H (-1.3024, -0.4237, 1.8569)  0.1288
H (1.9033, 1.2164, 4.6331)  0.1169
H (-0.9905, 3.9869, -2.0365)  0.0870
H (-0.1824, 2.7856, -3.0985)  0.0812
H (0.7734, 4.0804, -2.3017)  0.0877
H (-3.0322, -3.9717, -1.1394)  0.1259
H (-0.8839, -4.3913, -2.0675)  0.1324
H (3.0812, 1.4169, 3.4532)  0.1185
H (-3.3123, -2.4407, -0.3916)  0.1296

---

Which of them is most stable, and which least? Most stable: b; least stable: a.